The following is a quantum chemistry calculation of 2 unconnected molecules or ions with the total composition C24H44FN3O8PS2, from the OMol25 dataset.

Atoms and positions in Å:
S1 2.63162 -2.15433 3.66362
S2 -5.21995 -2.29344 4.05125
P1 2.60329 -1.13069 1.99652
F1 -2.01069 1.13633 -3.76563
O1 -3.92905 -3.01825 4.17113
O2 -2.84564 -4.20471 0.56191
O3 -5.57206 -1.68094 5.35534
O4 -6.28976 -3.23672 3.65086
O5 -2.14382 3.78469 -0.41395
O6 3.57969 -1.98648 0.94413
O7 3.38810 0.26756 2.31308
O8 -5.09297 -1.22226 3.02181
N1 2.13979 0.63555 -0.29157
N2 1.02917 0.96470 3.93880
N3 -0.88223 0.57971 0.72776
C1 3.50476 4.02801 -0.88309
C2 1.49120 -1.54701 -3.99753
C3 -1.48441 3.01790 0.61028
C4 1.88586 1.98912 -0.74054
C5 0.37660 1.23913 2.65591
C6 -1.52442 -4.09634 1.11423
C7 1.42955 -0.74048 -5.34674
C8 3.22275 2.56188 -1.39298
C9 -2.44161 0.96988 4.35535
C10 1.41158 -1.35853 -1.40700
C11 -2.02713 1.47571 0.79659
C12 -0.15248 -0.02586 1.88951
C13 -1.25298 0.09995 -1.75174
C14 0.90910 -1.00365 1.20845
C15 -1.53427 1.46209 -2.46225
C16 1.03657 -0.33347 -0.24216
C17 -0.06061 -0.41792 -5.76596
C18 1.82410 -0.64114 -2.76332
C19 0.49813 -2.54214 1.20515
C20 -0.44360 0.14998 -0.45348
C21 -1.14371 -0.82871 2.82736
C22 -1.91874 0.04238 3.77752
C23 -2.54756 4.12834 1.05155
C24 -0.78352 -2.90325 0.36522
H1 1.64481 2.72779 0.07344
H2 3.78692 3.92805 0.19601
H3 1.10625 2.12133 -1.52386
H4 2.25125 -2.02956 -1.12569
H5 -2.05724 5.10979 1.20240
H6 0.49146 -2.00028 -3.82073
H7 0.33907 -2.93828 2.22596
H8 -2.79568 1.84952 4.89600
H9 -0.50682 -1.49623 3.46039
H10 1.01202 -0.01313 4.20945
H11 1.94533 1.38303 4.02820
H12 1.34252 -3.13921 0.77837
H13 1.04015 1.78051 1.92012
H14 -0.43535 1.97995 2.87229
H15 2.59394 4.67092 -0.95882
H16 -1.62729 -3.90386 2.20257
H17 2.29042 -2.31684 -4.06912
H18 -2.38134 1.96413 -1.95800
H19 -0.39790 3.22917 0.83529
H20 -0.55631 -3.33064 -0.64302
H21 2.93265 1.06831 2.00685
H22 -2.49997 1.55701 1.79365
H23 -0.86374 -0.61322 -2.50753
H24 -1.90189 -1.40835 2.24790
H25 4.11864 1.95954 -1.13359
H26 0.53226 -1.98199 -1.69582
H27 -2.80333 1.33443 0.02453
H28 -0.64467 2.10240 -2.62054
H29 2.90287 -0.34444 -2.73388
H30 1.25637 0.31768 -2.85715
H31 -1.55651 -2.10593 0.30457
H32 -0.22781 0.67346 -5.61243
H33 -0.80713 -0.98359 -5.16290
H34 -1.00562 -5.07068 0.91449
H35 -2.25767 -0.31777 -1.45568
H36 -3.60760 3.98557 0.78467
H37 4.35145 4.48233 -1.45068
H38 3.04625 2.63627 -2.49443
H39 -2.72533 -4.28460 -0.39941
H40 1.98160 0.22696 -5.29660
H41 3.04253 0.24983 -0.53449
H42 1.86257 -1.40018 -6.13446
H43 4.34605 -2.23721 1.49482
H44 -0.21883 -0.58854 -6.85854

Output
Spin multiplicity: 1
Charge: -1
HOMO-LUMO gap (hartree): 0.07483
HOMO energy (eV): -2.2
LUMO level (eV): -0.18

Mulliken population analysis, charges in e, atoms 1 to 2: atom 1 (S): -0.40, atom 2 (S): 1.20


The following is a quantum chemistry calculation of a molecular structure, C24H44N2O10V, from the OMol25 dataset.

Atoms and positions in Å:
V1 -0.41224 -0.77858 0.05669
O1 0.59463 -1.47098 4.55513
O2 6.41189 -1.49196 1.75509
O3 0.88968 -0.17308 0.82055
O4 -2.28956 0.14028 1.24549
O5 -0.49150 -2.32009 0.55545
O6 4.55412 -0.91014 2.94443
O7 -0.18765 -3.52893 5.14698
O8 -0.24080 -1.56954 -2.15602
O9 5.19158 0.36415 1.23916
O10 -1.05324 -2.59099 3.35648
N1 -2.52355 1.20261 0.23325
N2 1.12667 -1.13105 -2.06153
C1 3.86665 0.01474 -2.00747
C2 3.42167 -1.29818 -1.25668
C3 -2.34420 2.57074 0.88111
C4 -3.11473 2.68765 2.25526
C5 -2.73237 3.88530 -0.02946
C6 1.54839 0.12384 -4.26599
C7 2.77363 -2.76951 -3.07086
C8 -1.95591 -3.70057 3.58828
C9 2.23320 -2.04744 -1.81042
C10 2.03724 -3.01607 -0.76808
C11 5.45699 -0.75498 1.90418
C12 -0.83584 2.80205 1.26538
C13 4.12788 1.07708 1.83495
C14 -4.10455 3.68850 -0.75992
C15 1.43636 0.20771 -2.78245
C16 -5.02001 0.73790 0.07804
C17 -1.15279 -4.42871 4.65276
C18 0.42069 1.29381 -2.43005
C19 3.49555 0.01740 2.69133
C20 -3.98264 2.32470 -1.54572
C21 -3.54377 -0.05701 -1.63127
C22 -3.73444 1.09949 -0.67986
C23 2.67196 0.95883 -2.18912
C24 -0.19719 -2.43147 4.39605
H1 -2.94490 -3.57156 4.02800
H2 4.33687 -0.12481 -2.98088
H3 4.28672 2.00260 2.38838
H4 2.45628 1.31268 -1.18097
H5 1.15301 -3.59042 -1.04438
H6 -2.01071 -4.21598 2.62941
H7 4.73933 0.47444 -1.54359
H8 -5.94003 0.77264 -0.50545
H9 -0.67051 3.77822 1.72131
H10 3.33251 1.37893 1.15350
H11 -4.90050 3.63151 -0.01741
H12 -3.04194 -0.94667 -1.25076
H13 0.08891 1.34991 -1.39329
H14 2.85521 -3.83500 -2.85596
H15 1.92813 -2.65815 0.25570
H16 2.60633 -0.45986 2.27950
H17 3.19262 0.42543 3.65562
H18 -4.40951 -0.18423 -2.28121
H19 -2.91466 1.98832 3.06705
H20 -0.48834 -5.14902 4.17550
H21 2.95584 1.66178 -2.97229
H22 2.39914 -0.53184 -4.45153
H23 4.30810 -1.92891 -1.18951
H24 -0.54143 1.05644 -2.88400
H25 -0.49842 2.05936 1.98834
H26 0.58846 2.28358 -2.85465
H27 -3.17953 2.48666 -2.26466
H28 -2.87474 0.16971 -2.46139
H29 -4.17417 2.58552 2.02021
H30 -4.45289 4.54752 -1.33337
H31 3.73261 -2.33486 -3.35291
H32 -5.20317 1.17930 1.05770
H33 2.11797 -2.60586 -3.92609
H34 0.69181 -0.33623 -4.75864
H35 1.72411 1.13428 -4.63508
H36 -0.17049 2.85234 0.40348
H37 3.12432 -0.94796 -0.26823
H38 -4.82697 2.15099 -2.21283
H39 -1.89797 4.02525 -0.71669
H40 2.80839 -3.77717 -0.64917
H41 -1.65644 -4.98388 5.44410
H42 -3.19299 3.70195 2.64662
H43 -2.66855 4.74017 0.64376
H44 -5.10957 -0.29462 0.41564

Output
Spin multiplicity: 2
HOMO-LUMO gap (alpha / beta) (hartree): 0.27980 / 0.20312
HOMO energy (alpha / beta) (eV): -7.9 / -7.7
<S²>: 0.788
Energy above the lowest of the compared OMol25 structures with the same formula, charge and spin (kJ/mol): 0.0
LUMO level (alpha / beta) (eV): -0.30 / -2.15

Mulliken population analysis, charges in e, atoms 1 to 2: atom 1 (V): 1.33, atom 2 (O): -0.60